# 1
Molecular formula: C4H9NO
Method: DFT, ωB97M-V with the def2-TZVPD basis set

```
15
Properties=species:S:1:pos:R:3:lowdin_charge:R:1
C -1.576 0.598 0.297 -0.081
C -0.882 -0.284 -0.719 -0.257
N 0.462 0.157 -1.216 -0.085
C 1.297 -0.801 -0.694 -0.010
C 1.496 -0.562 0.789 -0.307
O 1.270 0.752 1.268 -0.104
H -2.442 0.052 0.685 0.078
H -0.906 0.830 1.127 0.061
H -1.921 1.534 -0.152 0.077
H -1.489 -0.455 -1.610 0.120
H 0.477 0.117 -2.231 0.100
H -0.729 -1.294 -0.311 0.102
H 2.556 -0.833 0.895 0.101
H 0.945 -1.266 1.432 0.124
H 1.268 1.315 0.476 0.080
```

## Properties
Kohn-Sham gap ... 8.764 eV
E_tot ... -7827.8369 eV
ΔE to the lowest compared entry with this formula, charge and spin ... 4.483 eV
Largest force on an atom ... 0.8 eV Å⁻¹
Charge ... 0

# 2
Molecular formula: C54H51F15GeN7OSTeTi
Method: DFT, ωB97M-V with the def2-TZVPD basis set

```
132
Properties=species:S:1:pos:R:3:lowdin_charge:R:1
Ti -1.800 -0.934 0.360 1.010
C -5.049 -0.895 -0.305 -0.152
C -4.676 -2.349 -0.019 -0.169
N -3.394 -2.459 0.722 -0.141
C -2.931 -3.855 0.850 -0.165
C -2.414 -4.348 -0.495 -0.200
N -1.638 -3.284 -1.131 -0.108
C -1.162 -3.683 -2.462 -0.198
C -0.523 -2.520 -3.212 -0.146
C 0.467 -1.743 -2.354 -0.223
N -0.177 -0.803 -1.405 -0.107
C -0.636 0.429 -2.081 -0.209
C -2.140 0.383 -2.398 -0.185
N -2.869 -0.469 -1.442 -0.149
C -4.332 -0.325 -1.530 -0.175
H -6.123 -0.816 -0.474 0.122
H -4.799 -0.299 0.572 0.093
H -5.472 -2.827 0.558 0.128
H -4.576 -2.889 -0.963 0.118
H -3.552 -2.081 1.656 0.110
H -2.109 -3.871 1.567 0.102
H -3.733 -4.508 1.204 0.128
H -1.827 -5.261 -0.347 0.131
H -3.248 -4.604 -1.153 0.113
H -0.800 -3.148 -0.550 -0.012
H -0.444 -4.508 -2.387 0.122
H -2.023 -4.048 -3.028 0.122
H 0.014 -2.927 -4.072 0.120
H -1.296 -1.854 -3.604 0.098
H 1.060 -2.448 -1.773 0.023
H 1.147 -1.182 -3.003 0.122
H 0.539 -0.596 -0.707 0.075
H -0.472 1.279 -1.426 0.008
H -0.082 0.605 -3.007 0.127
H -2.523 1.401 -2.312 0.081
H -2.320 0.047 -3.425 0.115
H -2.626 -1.455 -1.632 0.078
H -4.566 0.736 -1.614 0.119
H -4.703 -0.813 -2.440 0.127
C -0.733 8.263 -4.828 -0.055
C -0.896 7.198 -3.776 -0.277
C -2.119 6.957 -3.170 -0.027
C -2.276 5.969 -2.201 -0.326
C -3.645 5.754 -1.602 -0.112
C -1.170 5.204 -1.802 -0.372
Te -1.596 3.601 -0.375 1.571
N -1.711 1.173 0.576 -0.132
C -2.652 1.091 1.461 -0.630
O -3.010 -0.098 1.881 -0.183
C -3.405 2.239 2.064 -0.216
C -4.515 2.772 1.419 -0.077
C -5.257 3.777 2.018 -0.079
C -4.901 4.242 3.279 -0.089
C -3.796 3.711 3.927 -0.081
C -3.046 2.712 3.319 -0.030
C 0.187 3.665 0.775 -0.431
C 1.140 2.657 0.636 -0.178
C 2.220 2.554 1.500 -0.094
C 2.346 3.470 2.536 -0.080
C 1.414 4.487 2.670 -0.046
C 0.328 4.610 1.800 -0.302
C -0.648 5.742 1.977 -0.072
C 0.061 5.407 -2.438 -0.295
C 1.273 4.567 -2.124 -0.062
C 0.181 6.407 -3.399 -0.026
H -1.666 8.798 -4.999 0.070
H -0.411 7.826 -5.776 0.079
H 0.028 8.986 -4.529 0.079
H -2.982 7.549 -3.464 0.110
H -4.370 6.434 -2.050 0.072
H -3.636 5.921 -0.523 0.063
H -3.995 4.731 -1.771 0.055
H -4.806 2.383 0.449 0.106
H -6.119 4.191 1.511 0.103
H -5.499 5.004 3.763 0.101
H -3.523 4.068 4.912 0.103
H -2.188 2.283 3.824 0.121
H 1.054 1.949 -0.182 0.080
H 2.947 1.761 1.370 0.095
H 3.169 3.390 3.235 0.104
H 1.521 5.204 3.476 0.109
H -0.320 6.415 2.770 0.076
H -1.640 5.360 2.229 0.058
H -0.741 6.313 1.052 0.074
H 0.982 3.532 -1.941 0.041
H 1.789 4.932 -1.233 0.087
H 1.978 4.591 -2.956 0.078
H 1.143 6.559 -3.879 0.117
N 0.202 -0.203 2.286 0.026
C 0.839 -0.303 3.453 -0.070
C 0.423 -1.482 4.041 -0.036
C -0.494 -2.022 3.142 -0.167
N -0.624 -1.245 2.072 -0.142
H 0.209 0.581 1.642 0.104
H 1.529 0.458 3.778 0.125
H 0.744 -1.900 4.979 0.104
H -1.034 -2.948 3.239 0.109
F 2.434 -5.013 3.125 0.073
C 2.780 -5.979 2.259 -0.241
C 3.344 -5.628 1.042 -0.134
C 3.716 -6.670 0.215 -0.212
F 4.322 -6.430 -0.957 0.098
C 3.500 -7.996 0.552 -0.140
F 3.851 -8.978 -0.281 0.122
C 2.904 -8.303 1.759 -0.135
F 2.678 -9.573 2.088 0.131
C 2.554 -7.289 2.632 -0.140
F 1.993 -7.587 3.806 0.120
Ge 3.282 -3.695 0.575 0.635
S 1.284 -3.013 0.634 0.353
C 4.095 -3.481 -1.230 -0.118
C 3.432 -4.056 -2.303 -0.258
F 2.356 -4.828 -2.078 0.071
C 3.809 -3.856 -3.615 -0.142
F 3.136 -4.423 -4.620 0.119
C 4.886 -3.030 -3.887 -0.135
F 5.253 -2.807 -5.146 0.135
C 5.564 -2.425 -2.849 -0.141
F 6.586 -1.610 -3.114 0.125
C 5.159 -2.654 -1.544 -0.206
F 5.836 -2.022 -0.574 0.099
C 4.532 -2.838 1.855 -0.125
C 4.353 -1.515 2.226 -0.234
F 3.391 -0.779 1.651 0.051
C 5.152 -0.885 3.160 -0.138
F 4.936 0.392 3.493 0.111
C 6.182 -1.589 3.753 -0.133
F 6.962 -0.999 4.654 0.135
C 6.408 -2.904 3.394 -0.138
F 7.411 -3.579 3.958 0.126
C 5.587 -3.504 2.456 -0.214
F 5.857 -4.775 2.127 0.101
```

## Properties
Kohn-Sham gap (alpha / beta) ... 6.848 / 6.849 eV
Spin multiplicity ... 2
E_tot ... -207825.8560 eV
ΔE to the lowest compared entry with this formula, charge and spin ... 1.226 eV
Largest force on an atom ... 1.6 eV Å⁻¹
Charge ... 0

# 3
Molecular formula: C23H32N2O6S
Method: DFT, ωB97M-V with the def2-TZVPD basis set

```
64
Properties=species:S:1:pos:R:3:lowdin_charge:R:1
O 3.293 -1.774 4.432 0.070
C 2.885 -0.813 3.817 -0.458
N 3.484 -0.275 2.748 0.104
H 3.066 0.532 2.299 0.118
C 4.695 -0.821 2.155 -0.316
H 4.956 -1.676 2.782 0.123
C 5.789 0.244 2.253 -0.139
C 7.203 -0.197 1.864 -0.193
H 7.887 0.558 2.261 0.106
H 7.319 -0.178 0.781 0.096
C 7.619 -1.575 2.396 -0.197
H 8.658 -1.516 2.731 0.106
H 7.022 -1.837 3.269 0.112
C 7.558 -2.702 1.362 -0.212
C 6.175 -3.130 0.865 -0.197
H 5.549 -3.423 1.709 0.112
C 5.450 -2.082 0.010 -0.192
C 4.355 -1.300 0.742 -0.139
H 4.068 -0.437 0.134 0.118
H 3.476 -1.944 0.833 0.121
H 6.180 -1.396 -0.417 0.096
H 4.967 -2.583 -0.833 0.107
H 6.324 -4.026 0.258 0.106
H 8.164 -2.415 0.498 0.112
H 8.032 -3.582 1.807 0.106
H 5.808 0.575 3.295 0.121
H 5.504 1.103 1.639 0.118
C 1.596 -0.073 4.233 -0.053
H 1.241 -0.492 5.175 0.136
H 1.808 0.997 4.338 0.136
O 0.534 -0.263 3.303 0.027
C 0.477 0.527 2.228 -0.484
O 1.306 1.372 1.963 0.083
C -0.720 0.238 1.428 0.031
C -0.970 0.930 0.309 -0.004
C -2.102 0.777 -0.584 -0.200
C -2.143 1.549 -1.751 -0.008
C -3.201 1.438 -2.634 -0.045
C -4.228 0.557 -2.352 -0.266
C -4.212 -0.216 -1.206 -0.040
C -3.154 -0.110 -0.326 0.000
H -3.142 -0.713 0.568 0.112
H -5.029 -0.898 -1.030 0.120
S -5.628 0.410 -3.458 0.679
O -5.364 1.195 -4.632 -0.281
O -5.956 -0.975 -3.618 -0.274
N -6.808 1.102 -2.481 -0.232
C -8.129 0.506 -2.551 -0.167
H -7.993 -0.571 -2.643 0.114
C -8.904 1.056 -3.750 -0.182
H -9.936 0.702 -3.746 0.130
O -8.972 2.465 -3.703 -0.125
C -7.682 3.037 -3.724 -0.187
H -7.828 4.117 -3.680 0.130
C -6.846 2.551 -2.534 -0.163
H -5.820 2.911 -2.618 0.118
H -7.283 2.908 -1.596 0.134
H -7.163 2.767 -4.654 0.116
H -8.404 0.733 -4.676 0.131
H -8.653 0.742 -1.620 0.134
H -3.245 2.014 -3.545 0.115
H -1.336 2.233 -1.962 0.118
H -0.248 1.690 0.032 0.124
H -1.351 -0.548 1.809 0.114
```

## Properties
Kohn-Sham gap ... 8.351 eV
E_tot ... -50470.5859 eV
ΔE to the lowest compared entry with this formula, charge and spin ... 1.964 eV
Largest force on an atom ... 1.1 eV Å⁻¹
SMILES string ... O=C(COC(=O)/C=C/c1ccc(S(=O)(=O)N2CCOCC2)cc1)NC1CCCCCCC1
Charge ... 0